[1]
Density functional theory data (wB97M-V/def2-TZVPD) for one molecule with the formula C16H24N4O3S2 at a distorted geometry.

SMILES   CCN(CC)S(=O)(=O)c1cccc(-c2n[nH]c(=S)n2[C@@H](C)COC)c1
Relative energy (zero: lowest compared OMol25 entry of this formula, charge and spin)   0.00 kJ/mol
LUMO   0.399 eV
Spin multiplicity   1
F_max   0.0223 hartree/bohr

Element x y z (Å)
C (-1.58058, -1.23490, 2.25530)
C (-2.35964, -1.77073, 1.05481)
N (-3.12307, -0.77548, 0.34735)
C (-4.29604, -0.17202, 0.92972)
C (-4.02202, 1.13192, 1.67891)
S (-2.63369, -0.28266, -1.14658)
O (-3.77046, 0.24853, -1.84005)
O (-1.88264, -1.34432, -1.75186)
C (-1.48732, 1.06859, -0.84003)
C (-1.89718, 2.37828, -0.99674)
C (-1.00621, 3.40397, -0.71788)
C (0.28513, 3.11063, -0.31629)
C (0.70265, 1.78536, -0.19920)
C (2.07075, 1.49452, 0.21418)
N (2.65898, 2.10381, 1.19918)
N (3.88047, 1.54350, 1.29228)
C (4.07189, 0.57270, 0.36102)
S (5.43057, -0.33488, 0.20089)
N (2.89747, 0.55528, -0.35613)
C (2.62402, -0.26360, -1.52046)
C (3.65901, -0.01950, -2.61534)
C (2.57267, -1.73814, -1.10991)
O (1.59394, -1.89069, -0.10465)
C (1.45555, -3.22409, 0.31615)
C (-0.20394, 0.75549, -0.44489)
H (-2.25537, -0.93542, 3.05314)
H (-0.92806, -2.01440, 2.64076)
H (-0.97016, -0.38180, 1.96997)
H (-3.03528, -2.56997, 1.38531)
H (-1.67418, -2.18787, 0.31578)
H (-4.98145, 0.02894, 0.10318)
H (-4.76010, -0.90166, 1.59989)
H (-3.34527, 0.97687, 2.51407)
H (-3.57974, 1.86460, 1.00948)
H (-4.95859, 1.53083, 2.06080)
H (-2.90116, 2.57082, -1.34148)
H (-1.31670, 4.43240, -0.82141)
H (0.98739, 3.90023, -0.09909)
H (4.53495, 1.81917, 2.00555)
H (1.63501, 0.03056, -1.88425)
H (4.64742, -0.32315, -2.28171)
H (3.68479, 1.03593, -2.87688)
H (3.39429, -0.59198, -3.49912)
H (3.55563, -2.05537, -0.73468)
H (2.31770, -2.34762, -1.98813)
H (2.40432, -3.61444, 0.70285)
H (0.71012, -3.22617, 1.10838)
H (1.11632, -3.86290, -0.50738)
H (0.07778, -0.27915, -0.32480)

=====

[2]
Density functional theory data (wB97M-V/def2-TZVPD) for C16H24N8 as an isolated structure at a distorted geometry.

Relative energy (zero: lowest compared OMol25 entry of this formula, charge and spin)   1369.24 kJ/mol
LUMO   0.364 eV
Spin multiplicity   1
F_max   0.2181 hartree/bohr

Element x y z (Å)
C (0.20460, -0.55125, -2.75889)
C (-1.15655, -0.06522, -3.14195)
N (-2.26389, 0.28977, -3.43309)
H (0.79739, 0.28478, -2.38774)
H (0.70459, -0.82773, -3.68715)
H (0.16767, -1.37353, -2.04433)
C (2.19639, 1.73247, 3.28638)
C (1.95398, 1.58867, 1.77663)
N (1.64100, 1.54972, 0.61985)
H (1.70591, 2.64573, 3.62325)
H (3.26583, 1.74753, 3.49654)
H (1.85109, 0.84319, 3.81369)
C (-0.17396, -3.60684, 0.75176)
C (0.97242, -3.65972, -0.17991)
N (1.90467, -3.71610, -0.92329)
H (0.03824, -4.12666, 1.68602)
H (-0.97316, -3.92804, 0.08378)
H (-0.50774, -2.59422, 0.97823)
C (-2.67990, 3.06079, 3.18844)
C (-2.06338, 2.03923, 2.33616)
N (-1.61377, 1.24143, 1.64638)
H (-3.67085, 2.62282, 3.30805)
H (-2.70355, 4.01199, 2.65669)
H (-2.33314, 3.21488, 4.21026)
C (-0.38772, 0.57703, 0.06341)
C (-0.98415, -0.70565, 0.23735)
N (-1.41648, -1.74060, 0.41224)
H (-0.80320, 1.39457, 0.65257)
H (-0.51758, 0.81448, -0.99246)
H (0.66348, 0.40388, 0.29382)
C (2.87487, -1.34379, -1.85881)
C (1.71350, -1.07673, -0.97568)
N (0.72250, -0.97656, -0.35488)
H (3.58005, -0.52316, -1.72695)
H (2.66029, -1.20956, -2.91902)
H (3.46119, -2.23069, -1.61850)
C (-1.47688, -2.95831, -1.85588)
C (-0.83112, -3.09706, -3.15071)
N (-0.33025, -3.24453, -4.20554)
H (-2.45639, -2.51700, -2.04003)
H (-0.91652, -2.27971, -1.21276)
H (-1.50398, -3.96359, -1.43543)
C (-0.38382, 3.77581, 0.16750)
C (0.02130, 3.64676, 1.54567)
N (0.38237, 3.46993, 2.64595)
H (-0.65478, 2.78757, -0.20405)
H (0.52121, 4.10472, -0.34323)
H (-1.20180, 4.46850, -0.03045)

=====

[3]
Density functional theory data (wB97M-V/def2-TZVPD) for an isolated ion of composition C16H24NO2 and charge +1 at a distorted geometry.

Net charge   +1
SMILES   C[N+]1(CC(=O)OCCCc2ccccc2)CCCC1
Relative energy (zero: lowest compared OMol25 entry of this formula, charge and spin)   0.00 kJ/mol
LUMO   -2.281 eV
Spin multiplicity   1
F_max   0.0235 hartree/bohr

Element x y z (Å)
C (-0.45343, 1.63361, 2.79034)
N (0.49336, 1.32034, 1.70319)
C (-0.18031, 1.52503, 0.40302)
C (-1.53640, 0.80153, 0.24907)
O (-2.55031, 1.39832, 0.03629)
O (-1.40114, -0.50730, 0.36023)
C (-2.55629, -1.32281, 0.07749)
C (-2.77974, -1.48491, -1.42217)
C (-1.65396, -2.26262, -2.11481)
C (-0.32777, -1.56114, -2.03000)
C (0.71768, -2.09583, -1.28712)
C (1.93929, -1.44609, -1.21085)
C (2.12875, -0.24205, -1.86993)
C (1.09223, 0.29966, -2.61618)
C (-0.12350, -0.35804, -2.69792)
C (1.03467, -0.07528, 1.86463)
C (2.53594, 0.05689, 2.12423)
C (2.68222, 1.47628, 2.66182)
C (1.68240, 2.22657, 1.79820)
H (0.05644, 1.59451, 3.75073)
H (-0.87185, 2.62924, 2.64842)
H (-1.27244, 0.91658, 2.79460)
H (-0.38224, 2.59090, 0.26987)
H (0.47072, 1.17563, -0.40670)
H (-3.43303, -0.86025, 0.53950)
H (-2.33889, -2.28018, 0.55291)
H (-2.88887, -0.49625, -1.87105)
H (-3.72030, -2.01937, -1.55716)
H (-1.92525, -2.38654, -3.16506)
H (-1.57461, -3.25524, -1.66861)
H (0.58351, -3.03927, -0.77819)
H (2.74924, -1.89268, -0.65224)
H (3.08464, 0.25945, -1.82598)
H (1.23851, 1.22591, -3.15219)
H (-0.91623, 0.06062, -3.30021)
H (0.53218, -0.55057, 2.70540)
H (0.82843, -0.65873, 0.96757)
H (3.09423, -0.04965, 1.19470)
H (2.89053, -0.69597, 2.82309)
H (2.41919, 1.52847, 3.71811)
H (3.68933, 1.86735, 2.54455)
H (2.09443, 2.36207, 0.79715)
H (1.38931, 3.19618, 2.19677)